[1]
Formula: C13H16NOTl
Source: OMol25
Level of theory: wB97M-V/def2-TZVPD

Geometry as XYZ:
```
32
Properties=species:S:1:pos:R:3:nbo_charge:R:1
C -2.635 1.594 -1.245 -0.319
C -1.654 2.537 -1.220 -0.376
H -3.221 1.353 -0.355 0.242
H -2.862 1.040 -2.180 0.240
H -1.122 2.828 -2.149 0.247
H -1.433 3.115 -0.315 0.246
Tl -0.216 0.264 -0.873 1.111
C 0.575 -1.797 -2.707 -0.393
C 0.457 -0.615 -3.516 -0.064
C 2.407 -0.462 -2.277 -0.280
C 1.817 -1.729 -1.999 -0.076
H -0.267 -0.460 -4.328 0.269
H 1.841 1.149 -3.746 0.272
H 3.411 -0.146 -1.959 0.264
C 1.580 0.218 -3.227 -0.260
H 2.296 -2.555 -1.446 0.266
H -0.045 -2.692 -2.801 0.275
O 1.660 1.353 0.691 -0.729
C 1.254 1.245 2.105 -0.114
C 0.343 0.074 2.404 0.193
C -0.204 -0.132 3.692 -0.211
C -1.162 -1.143 3.840 -0.094
C -1.615 -1.857 2.707 -0.219
C -1.054 -1.578 1.452 0.035
N -0.085 -0.643 1.327 -0.525
H 2.557 1.014 0.572 0.510
H 2.190 1.265 2.707 0.245
H 0.657 2.163 2.224 0.226
H 0.019 0.570 4.506 0.265
H -1.610 -1.345 4.820 0.265
H -2.440 -2.574 2.758 0.265
H -1.440 -2.056 0.540 0.222
```

The multiplicity is 1. The calculation puts the highest occupied orbital energy (alpha / beta) at -15.79 / -15.71 eV. The calculation puts the orbital gap (alpha / beta) at 5.495 / 6.150 eV. As for the total charge: +2.

---

[2]
Formula: C13H17Cl2FN3
Source: OMol25
Level of theory: wB97M-V/def2-TZVPD

Geometry as XYZ:
```
36
Properties=species:S:1:pos:R:3:nbo_charge:R:1
Cl -1.390 -3.037 2.705 0.182
C 0.253 -2.737 3.018 0.180
N 0.894 -1.782 2.304 0.029
F 0.051 -0.878 1.416 -0.115
C 2.208 -1.526 2.491 0.180
Cl 3.001 -0.360 1.543 0.185
C 2.930 -2.234 3.447 -0.240
C 2.298 -3.216 4.204 -0.069
C 0.946 -3.472 3.978 -0.241
H 3.980 -1.992 3.564 0.277
H 2.854 -3.774 4.952 0.265
H 0.403 -4.234 4.527 0.278
C 1.130 1.248 -0.560 -0.621
C 0.501 1.360 -1.932 0.121
C 0.680 2.761 -2.484 -0.608
C 1.113 0.351 -2.892 -0.609
N -0.928 1.121 -1.770 -0.409
C -1.463 0.693 -0.619 0.119
N -2.800 0.780 -0.797 -0.396
C -3.775 0.512 0.232 -0.395
C -3.092 1.195 -2.103 -0.085
C -1.906 1.412 -2.716 -0.081
H 0.749 0.384 -0.012 0.240
H 2.218 1.168 -0.657 0.194
H 0.904 2.145 0.029 0.222
H 0.203 2.881 -3.461 0.212
H 0.272 3.493 -1.777 0.221
H 1.751 2.963 -2.592 0.220
H 0.680 0.439 -3.894 0.217
H 2.191 0.560 -2.966 0.214
H 0.996 -0.676 -2.530 0.214
H -3.251 0.361 1.179 0.223
H -4.465 1.358 0.346 0.211
H -4.374 -0.373 -0.001 0.203
H -4.084 1.295 -2.486 0.229
H -1.680 1.812 -3.689 0.231
```

The multiplicity is 1. The calculation puts the highest occupied orbital energy at -10.82 eV. The calculation puts the orbital gap at 5.627 eV. As for the total charge: +1.

---

[3]
Formula: C13H17ClN3O7PPd
Source: OMol25
Level of theory: wB97M-V/def2-TZVPD

Geometry as XYZ:
```
43
Properties=species:S:1:pos:R:3:mulliken_spin:R:1
Pd 1.902 0.422 0.657 1.418
O 4.683 -0.408 3.580 0.005
Cl 3.828 -0.021 2.527 -0.018
O 4.146 1.272 1.985 0.011
O 2.424 0.024 2.980 0.050
O 3.848 -0.989 1.425 0.031
C -2.333 -2.680 0.078 -0.001
N -2.045 -2.185 1.423 0.009
C -1.408 -3.257 2.190 -0.001
N -0.210 -3.805 1.559 0.016
C -0.552 -4.251 0.209 -0.004
N -1.165 -3.213 -0.623 0.015
C -0.208 -2.154 -0.963 0.013
P 0.403 -1.345 0.570 0.163
C -1.208 -0.987 1.381 -0.006
C 0.883 -2.833 1.540 0.007
H -2.771 -1.875 -0.515 0.000
H -3.065 -3.485 0.166 0.001
H -2.133 -4.067 2.297 0.001
H -1.153 -2.885 3.183 0.000
H -1.266 -5.072 0.296 0.001
H 0.346 -4.624 -0.285 -0.001
H -0.688 -1.415 -1.607 0.002
H 0.629 -2.579 -1.520 -0.003
H -1.719 -0.186 0.844 -0.002
H -1.017 -0.626 2.395 -0.001
H 1.135 -2.517 2.555 0.001
H 1.782 -3.282 1.113 -0.002
O 1.246 2.899 -3.466 -0.002
C 0.352 3.632 -2.766 -0.005
C -0.319 4.698 -3.364 0.001
C -1.231 5.449 -2.647 0.000
C -1.495 5.151 -1.316 0.000
C -0.831 4.098 -0.721 0.007
C 0.095 3.325 -1.423 0.015
C 0.768 2.222 -0.697 -0.013
O 1.644 1.491 -1.232 0.129
O 0.444 2.002 0.519 0.159
H 1.326 3.264 -4.355 0.000
H -0.115 4.933 -4.402 0.000
H -1.737 6.272 -3.133 0.000
H -2.205 5.739 -0.750 0.000
H -1.008 3.849 0.316 0.002
```

The multiplicity is 3. The calculation puts the highest occupied orbital energy (alpha / beta) at -8.79 / -9.07 eV. The calculation puts the orbital gap (alpha / beta) at 9.185 / 7.477 eV. The value obtained for the relative energy (zero: lowest compared OMol25 entry of this formula, charge and spin) is 0.62 kcal/mol. As for the total charge: 0.

---

[4]
Formula: C13H17F3N4O6S
Source: OMol25
Level of theory: wB97M-V/def2-TZVPD

Geometry as XYZ:
```
44
Properties=species:S:1:pos:R:3:nbo_charge:R:1
O 2.975 -2.113 -0.248 -0.896
S 2.546 -0.857 -0.824 2.061
O 2.840 0.417 -0.175 -0.958
C 3.282 -0.834 -2.568 0.761
F 4.622 -0.836 -2.463 -0.300
F 2.889 -1.924 -3.265 -0.302
F 2.887 0.277 -3.228 -0.310
C 0.763 -0.859 -0.974 -0.534
C 0.006 0.416 -0.554 -0.106
C -1.421 0.332 -1.024 0.018
N -2.130 1.426 -1.456 0.384
O -1.975 2.639 -1.413 -0.420
O -3.224 0.885 -2.248 -0.160
N -3.146 -0.476 -2.335 -0.059
C -1.998 -0.788 -1.643 0.112
C -1.282 -2.023 -1.664 -0.178
N -1.857 -3.308 -1.957 0.512
O -3.051 -3.420 -2.304 -0.390
O -1.098 -4.305 -1.847 -0.443
C 0.123 -1.978 -1.436 -0.014
H 0.465 1.252 -1.114 0.261
H 0.701 -2.890 -1.592 0.271
C -0.420 4.496 0.959 -0.607
C 0.375 3.210 0.790 -0.424
C -0.426 2.025 1.302 -0.204
N 0.153 0.684 0.877 -0.382
C -0.485 -0.406 1.765 -0.199
C 0.405 -1.595 2.045 -0.438
C -0.302 -2.593 2.950 -0.603
H 0.168 5.360 0.636 0.226
H -1.334 4.461 0.356 0.229
H -0.707 4.652 2.005 0.204
H 0.651 3.068 -0.261 0.220
H 1.303 3.265 1.374 0.210
H -0.436 2.028 2.398 0.215
H -1.465 2.046 0.954 0.229
H 1.174 0.713 1.039 0.469
H -0.734 0.103 2.703 0.212
H -1.424 -0.680 1.268 0.228
H 0.694 -2.077 1.108 0.244
H 1.331 -1.241 2.521 0.208
H 0.326 -3.476 3.100 0.233
H -0.513 -2.154 3.933 0.203
H -1.250 -2.923 2.509 0.216
```

The SMILES is CCC[NH+](CCC)[C@H]1C(S(=O)(=O)C(F)(F)F)=CC(=[N+]([O-])[O-])c2no[n+]([O-])c21. The multiplicity is 1. The calculation puts the highest occupied orbital energy at -8.16 eV. The calculation puts the orbital gap at 7.648 eV. As for the total charge: 0.